The following is a quantum chemistry calculation of a structure of composition C28H25F5NOPbS, from the Open Molecules 2025 dataset.

ORCA input file:
```
! wB97M-V def2-TZVPD RIJCOSX def2/J DEFGRID3
* xyz 1 1
C 2.157 -0.176 1.888
C 2.199 -0.878 0.661
C 1.836 0.014 -0.373
H 2.448 -1.917 0.542
C 1.603 1.275 0.214
C 1.804 1.158 1.601
H 1.265 2.156 -0.300
C -1.325 -1.779 2.258
C -0.228 -2.496 1.753
C -0.323 -2.500 0.345
H 0.564 -2.938 2.334
C -1.472 -1.778 -0.043
C -2.089 -1.339 1.158
H 1.771 -0.215 -1.423
H 1.632 1.936 2.324
H 2.372 -0.583 2.861
H -2.972 -0.731 1.228
H 0.384 -2.954 -0.326
H -1.529 -1.568 3.295
Pb -0.027 -0.251 1.029
C -2.003 -1.570 -1.446
C -3.511 -1.842 -1.426
C -1.321 -2.520 -2.425
H -3.706 -2.852 -1.069
H -3.929 -1.732 -2.421
H -4.024 -1.150 -0.758
H -1.511 -3.558 -2.158
H -0.242 -2.365 -2.435
H -1.700 -2.356 -3.428
C -1.706 -0.114 -1.827
C -2.244 0.408 -3.142
H -0.621 0.026 -1.834
H -2.063 0.547 -1.038
O -3.151 -0.106 -3.788
N -1.643 1.551 -3.586
C -0.456 2.181 -3.055
H -1.967 1.846 -4.494
C 0.861 1.603 -3.521
C 2.043 2.227 -3.125
H 1.997 3.098 -2.483
C 3.273 1.737 -3.530
H 4.180 2.233 -3.213
C 3.342 0.604 -4.333
H 4.302 0.217 -4.646
C 2.172 -0.028 -4.722
H 2.215 -0.912 -5.345
C 0.939 0.471 -4.321
H 0.031 -0.023 -4.639
H -0.484 2.155 -1.967
H -0.497 3.237 -3.325
F 1.159 0.987 8.291
C 0.661 1.017 7.029
C -0.052 2.127 6.583
F -0.250 3.179 7.414
C -0.575 2.152 5.284
F -1.280 3.240 4.884
C -0.394 1.063 4.408
S -1.199 1.218 2.768
C 0.334 -0.057 4.881
F 0.549 -1.151 4.136
C 0.855 -0.070 6.180
F 1.544 -1.153 6.619
*
```

## Properties
Energy in eV: -62636.513
HOMO level in eV: -11.94
HOMO-LUMO gap in eV: 5.85

***

The following is a quantum chemistry calculation of the molecule C18H16N4O, from the Open Molecules 2025 dataset.

ORCA input file:
```
! wB97M-V def2-TZVPD RIJCOSX def2/J DEFGRID3
* xyz 0 1
O -1.738 -3.343 0.538
C -1.940 -2.429 -0.261
N -1.033 -1.607 -1.034
N 0.170 -1.741 -0.734
C 0.888 -0.975 -1.332
C 2.196 -0.781 -0.728
N 2.836 0.213 -1.116
C 4.157 0.532 -1.032
C 4.782 -0.303 -0.116
C 4.175 -1.455 0.491
C 2.764 -1.400 0.138
H 2.119 -2.318 0.389
H 4.634 -2.269 1.081
H 5.883 -0.054 0.291
H 4.669 1.350 -1.473
H 0.424 -0.051 -1.730
H -1.507 -1.100 -1.545
C -3.526 -1.845 -0.203
N -3.340 -0.521 0.533
C -2.706 0.511 0.267
C -3.198 1.192 -1.007
C -2.555 2.380 -1.268
C -1.238 2.748 -0.823
C -0.760 1.953 0.375
C 0.572 2.382 0.488
C 1.202 1.488 1.725
C 0.416 0.198 2.265
C -0.800 0.231 1.759
C -1.505 0.773 0.856
H -1.318 -0.821 2.285
H 0.858 -0.100 3.003
H 2.069 1.673 1.994
H 1.148 3.085 0.328
H -0.688 3.335 -1.298
H -2.879 2.776 -2.250
H -4.057 1.125 -1.321
H -3.158 -0.911 1.361
H -4.220 -2.480 0.376
H -3.800 -1.436 -1.272
*
```

## Properties
Energy above the lowest of the compared OMol25 structures with the same formula, charge and spin in kcal/mol: 424.1
Energy in eV: -26916.144
HOMO level in eV: -7.03
HOMO-LUMO gap in eV: 6.93
SMILES: O=C(CNc1cccc2ccccc12)N/N=C/c1ccccn1

***

The following is a quantum chemistry calculation of the molecule CH7N3O, from the Open Molecules 2025 dataset.

ORCA input file:
```
! wB97M-V def2-TZVPD RIJCOSX def2/J DEFGRID3
* xyz 0 1
C -0.464 -0.067 -0.426
N 0.665 0.294 0.336
N 1.735 0.839 -0.436
N -0.875 -1.185 0.548
O -1.514 0.882 -0.512
H -1.320 1.527 0.183
H 0.141 -0.743 1.126
H -0.326 -0.460 -1.442
H 2.597 0.340 -0.234
H 1.897 1.802 -0.159
H -1.848 -1.114 0.833
H -0.688 -2.114 0.183
*
```

## Properties
Energy above the lowest of the compared OMol25 structures with the same formula, charge and spin in kcal/mol: 98.8
Energy in eV: -7665.242
HOMO level in eV: -7.86
HOMO-LUMO gap in eV: 8.78

***

The following is a quantum chemistry calculation of the molecule C6H6O, from the Open Molecules 2025 dataset.

ORCA input file:
```
! wB97M-V def2-TZVPD RIJCOSX def2/J DEFGRID3
* xyz 0 1
C -2.673 -0.522 0.009
C -1.571 0.306 -0.133
C 0.016 0.128 0.039
C 0.986 1.035 0.218
C 2.193 0.240 -0.009
C 1.811 -1.027 0.031
H -3.728 0.115 0.047
H -2.637 -1.647 0.652
H -1.628 1.501 -0.438
H 0.942 2.194 0.084
H 3.153 0.637 -0.204
H 2.499 -1.833 -0.277
O 0.639 -1.128 -0.018
*
```

## Properties
Energy above the lowest of the compared OMol25 structures with the same formula, charge and spin in kcal/mol: 106.0
Energy in eV: -8361.911
HOMO level in eV: -8.44
HOMO-LUMO gap in eV: 9.32
SMILES: C=Cc1ccco1

***

The following is a quantum chemistry calculation of the ion C6H10N2 with charge +2, from the Open Molecules 2025 dataset.

ORCA input file:
```
! wB97M-V def2-TZVPD RIJCOSX def2/J DEFGRID3
* xyz 2 1
C -0.292 1.802 0.150
C -1.503 -0.062 0.307
C -0.027 3.008 -0.007
C 2.948 -0.523 0.337
C 0.773 -0.236 -0.690
C -1.950 -1.453 0.122
N 1.858 0.029 0.174
N -0.355 0.523 0.006
H -2.209 0.530 0.754
H 0.763 3.226 0.753
H -0.548 3.837 -0.438
H 3.473 -0.361 1.252
H 3.319 -1.514 -0.243
H 0.685 0.020 -1.733
H 0.552 -1.214 -0.520
H -1.169 -2.290 0.253
H -2.803 -1.640 0.730
H -2.307 -1.617 -0.857
*
```

## Properties
Energy above the lowest of the compared OMol25 structures with the same formula, charge and spin in kcal/mol: 110.5
Energy in eV: -9340.074
HOMO level in eV: -17.89
HOMO-LUMO gap in eV: 6.26

***

The following is a quantum chemistry calculation of a cluster of 2 separate species, C8H16N in total, from the Open Molecules 2025 dataset.

ORCA input file:
```
! wB97M-V def2-TZVPD RIJCOSX def2/J DEFGRID3
* xyz 1 1
C -2.677 1.336 -0.591
C 0.393 -1.363 -0.132
C -2.539 0.190 -0.023
C 0.058 -0.094 0.021
C 1.503 -2.194 -0.452
C -2.906 -1.173 0.398
C 1.114 1.848 1.302
C 2.232 0.864 -0.655
N 0.843 1.067 0.015
H -3.697 1.609 -0.777
H -1.887 1.927 -0.945
H -0.505 -2.025 -0.175
H 2.207 -2.536 0.360
H 2.100 -1.742 -1.223
H 1.278 -3.259 -0.867
H -2.652 -1.878 -0.506
H -3.993 -1.289 0.556
H -2.204 -1.411 1.210
H 0.319 2.528 1.525
H 0.975 1.158 2.165
H 2.075 2.239 1.427
H 2.688 0.418 0.241
H 2.152 0.216 -1.459
H 2.751 1.813 -0.809
H 0.374 1.752 -0.607
*
```

## Properties
Energy above the lowest of the compared OMol25 structures with the same formula, charge and spin in kcal/mol: 159.2
Energy in eV: -10032.374
HOMO level (spin up / spin down) in eV: -12.14 / -12.14
HOMO-LUMO gap (spin up / spin down) in eV: 8.32 / 8.32

***

The following is a quantum chemistry calculation of the ion C2H5S with charge -1, from the Open Molecules 2025 dataset.

ORCA input file:
```
! wB97M-V def2-TZVPD RIJCOSX def2/J DEFGRID3
* xyz -1 1
C -0.274 0.478 1.632
C -0.593 -0.307 0.328
S 0.530 -0.061 -1.076
H -0.265 1.547 1.405
H 0.649 0.093 2.055
H -1.053 0.259 2.376
H -1.657 -0.289 0.091
H -0.339 -1.312 0.687
*
```

## Properties
Energy above the lowest of the compared OMol25 structures with the same formula, charge and spin in kcal/mol: 4.7
Energy in eV: -12990.711
HOMO level in eV: -2.01
HOMO-LUMO gap in eV: 6.56
SMILES: CC[S-]

***

The following is a quantum chemistry calculation of a cluster of 4 separate species, C6H17NO4 in total, from the Open Molecules 2025 dataset.

ORCA input file:
```
! wB97M-V def2-TZVPD RIJCOSX def2/J DEFGRID3
* xyz 0 1
C 0.975 0.680 -1.909
C 1.085 1.966 -1.044
C 0.566 1.672 0.360
C -0.625 1.129 0.632
C -0.975 0.752 1.981
C -2.226 0.503 2.386
O -2.544 0.234 3.688
N 1.926 0.794 -3.022
H 1.123 -0.213 -1.298
H -0.034 0.654 -2.333
H 2.151 2.199 -1.016
H 0.499 2.741 -1.520
H 1.275 1.694 1.187
H -1.343 1.060 -0.190
H -0.157 0.489 2.648
H -3.131 0.837 1.884
H -1.845 -0.233 4.118
H 2.869 0.979 -2.707
H 1.997 -0.090 -3.509
H 2.599 -0.054 0.924
H 3.005 -1.521 0.977
O 2.230 -0.939 0.980
H -1.599 -2.831 0.024
H -1.288 -2.703 1.513
O -1.947 -3.049 0.909
H -2.261 -2.163 -2.150
H -0.815 -1.945 -1.764
O -1.509 -2.644 -1.748
*
```

## Properties
Energy above the lowest of the compared OMol25 structures with the same formula, charge and spin in kcal/mol: 49.2
Energy in eV: -16176.122
HOMO level in eV: -8.10
HOMO-LUMO gap in eV: 8.44
SMILES: NCC/C=C/C=C/O.O.O.O

***

The following is a quantum chemistry calculation of the molecule C6H13Cl2NSi2, from the Open Molecules 2025 dataset.

ORCA input file:
```
! wB97M-V def2-TZVPD RIJCOSX def2/J DEFGRID3
* xyz 0 1
C -3.024 -3.115 0.943
C -2.457 -1.916 1.288
C 2.978 0.191 0.478
C 4.057 0.473 -0.192
C 0.610 2.388 0.805
C -1.749 -0.647 -1.891
N 0.224 -0.550 0.311
Si 1.237 0.776 -0.060
Si -1.907 -0.606 -0.014
Cl 5.604 -0.194 0.276
Cl -2.687 1.081 0.919
H -3.424 -3.826 1.599
H -2.953 -3.538 -0.070
H -2.524 -1.428 2.275
H 3.114 -0.353 1.506
H 4.114 1.063 -1.123
H 0.460 2.058 1.828
H 1.009 3.333 0.800
H -0.385 2.621 0.402
H -2.085 0.312 -2.352
H -0.663 -0.868 -2.106
H -2.458 -1.502 -2.352
H 0.443 -0.866 1.210
H 1.435 1.163 -1.528
*
```

## Properties
Energy above the lowest of the compared OMol25 structures with the same formula, charge and spin in kcal/mol: 92.3
Energy in eV: -48723.476
HOMO level in eV: -9.22
HOMO-LUMO gap in eV: 9.60
SMILES: C=C[Si@@](C)(Cl)N[Si@@H](C)/C=C/Cl

***

The following is a quantum chemistry calculation of a structure of composition C17H25N3O4, from the Open Molecules 2025 dataset.

ORCA input file:
```
! wB97M-V def2-TZVPD RIJCOSX def2/J DEFGRID3
* xyz 0 1
C -3.818 -2.791 -0.179
H -3.565 -1.915 -0.880
H -4.660 -2.603 0.229
H -3.869 -3.683 -0.954
C -2.704 -3.137 0.584
C -2.734 -1.873 1.762
H -1.963 -2.039 2.599
H -2.551 -0.826 1.062
H -3.669 -1.691 2.164
H -2.874 -3.917 1.309
C -1.445 -2.962 0.028
C -1.157 -1.957 -1.068
O -1.280 -2.280 -2.265
N -0.375 -0.908 -0.381
H -0.317 -0.906 0.454
C -0.054 0.099 -1.087
N -0.878 1.082 -1.050
C -1.199 1.770 0.184
O -0.504 1.552 1.050
C -2.174 3.023 0.169
H -1.862 3.714 0.689
H -2.249 3.521 -0.787
C -3.589 2.663 0.460
C -4.149 1.502 -0.359
H -4.039 1.945 -1.813
H -3.414 0.567 -0.431
H -5.111 1.027 -0.307
C -3.636 2.274 1.832
H -4.753 1.715 2.203
H -3.416 2.908 2.595
H -2.950 1.430 2.024
H -4.253 3.405 0.141
H -1.474 1.493 -1.869
C 1.395 0.443 -0.858
C 2.265 -0.390 -0.246
C 3.620 0.298 0.123
C 4.031 1.401 -0.327
C 3.123 2.298 -0.485
C 1.827 1.914 -1.075
H 1.053 2.699 -1.460
H 3.515 3.215 -0.790
H 4.865 1.760 0.364
N 4.384 -0.889 0.732
O 5.562 -0.614 0.959
O 3.951 -1.892 0.882
H 2.170 -1.410 -0.066
H 0.081 -0.320 -2.215
H -1.308 -4.233 -0.530
H -0.558 -3.160 0.642
*
```

## Properties
Energy above the lowest of the compared OMol25 structures with the same formula, charge and spin in kcal/mol: 431.9
Energy in eV: -30677.945
HOMO level in eV: -9.33
HOMO-LUMO gap in eV: 9.09

***

The following is a quantum chemistry calculation of a structure of composition C49H63N6NaO2SSe2Si, from the Open Molecules 2025 dataset.

ORCA input file:
```
! wB97M-V def2-TZVPD RIJCOSX def2/J DEFGRID3
* xyz -2 1
Na 9.984 14.993 13.610
C 7.359 11.455 14.732
C 8.569 10.879 13.973
C 8.281 9.650 13.174
C 9.752 10.856 14.886
C 9.869 9.862 15.883
C 10.964 9.832 16.719
C 11.983 10.769 16.547
C 11.928 11.759 15.571
C 12.982 12.809 15.686
C 14.478 12.323 15.622
C 12.685 13.655 16.932
C 10.853 11.784 14.662
N 10.840 12.673 13.546
C 11.056 12.272 12.287
C 10.788 13.049 11.048
N 10.405 14.307 10.946
C 9.881 14.910 9.778
C 10.540 16.005 9.208
C 10.161 16.569 7.975
C 9.118 15.998 7.279
C 8.451 14.892 7.817
C 8.683 14.426 9.093
C 7.872 13.288 9.642
C 7.059 13.800 10.791
C 6.916 12.605 8.625
C 11.700 16.721 9.884
C 11.332 17.273 11.284
C 13.018 15.938 9.847
C 11.156 12.166 9.887
C 11.198 12.224 8.462
C 11.528 11.077 7.737
C 12.203 10.026 8.333
C 12.312 9.946 9.745
C 12.806 8.891 10.509
C 12.859 8.885 11.888
C 12.249 9.990 12.608
C 11.692 11.032 11.888
C 11.739 11.001 10.461
H 6.432 11.282 14.183
H 7.525 12.511 14.967
H 7.199 10.958 15.667
H 8.709 11.712 13.240
H 7.531 9.008 13.662
H 9.099 8.994 12.962
H 7.856 9.890 12.145
H 9.209 9.016 15.837
H 11.072 9.017 17.449
H 12.807 10.681 17.216
H 12.788 13.444 14.805
H 14.717 11.763 16.548
H 15.118 13.236 15.484
H 14.648 11.722 14.737
H 13.141 13.319 17.846
H 11.590 13.771 17.115
H 13.102 14.665 16.791
H 10.613 17.507 7.613
H 8.886 16.289 6.245
H 7.575 14.447 7.288
H 8.658 12.566 9.938
H 6.049 13.999 10.542
H 7.507 14.664 11.312
H 6.960 13.036 11.556
H 6.046 13.246 8.381
H 6.490 11.740 9.156
H 7.361 12.214 7.751
H 11.959 17.589 9.269
H 11.218 16.476 12.023
H 10.351 17.720 11.205
H 12.072 18.049 11.661
H 13.016 15.099 10.543
H 13.893 16.582 10.158
H 13.270 15.493 8.848
H 10.681 13.045 7.973
H 11.212 10.988 6.665
H 12.664 9.243 7.734
H 13.246 8.072 9.953
H 13.222 8.111 12.536
H 12.296 10.002 13.704
O 8.982 14.563 15.695
H 8.712 15.467 15.802
H 9.146 14.292 16.626
O 11.603 16.536 14.722
H 12.315 16.831 15.372
H 10.746 17.087 14.992
C 17.135 15.437 14.857
N 18.040 14.382 14.301
C 19.256 13.920 14.775
C 19.657 12.972 13.917
N 18.827 12.948 12.831
C 17.711 13.695 13.129
S 16.251 13.731 12.275
H 16.750 15.071 15.861
H 16.244 15.546 14.152
H 17.617 16.397 14.995
H 19.653 14.345 15.662
H 20.592 12.486 13.866
H 18.884 12.216 12.104
C 9.717 20.949 15.804
Si 8.776 20.496 14.192
C 7.014 21.121 14.075
C 9.801 21.354 12.809
Se 8.617 18.198 14.325
H 9.686 22.071 15.906
H 10.761 20.607 15.819
H 9.202 20.504 16.639
H 6.962 22.215 14.093
H 6.318 20.763 14.909
H 6.566 20.705 13.211
H 10.280 22.278 13.273
H 9.261 21.603 11.905
H 10.575 20.663 12.496
Se 8.622 13.033 19.236
N 9.325 14.298 18.243
C 9.617 15.373 19.022
C 10.198 16.581 18.634
C 10.689 17.415 19.631
C 10.694 17.086 20.972
C 10.024 15.988 21.468
C 9.407 15.131 20.557
N 9.002 13.882 20.789
H 10.187 17.040 17.632
H 11.185 18.336 19.346
H 11.060 17.892 21.635
H 10.186 15.657 22.516
*
```

## Properties
Energy in eV: -218695.127
HOMO level (spin up / spin down) in eV: -0.42 / -1.43
HOMO-LUMO gap (spin up / spin down) in eV: 3.59 / 4.60